# 1
ORCA calculation (ωB97M-V/def2-TZVPD) on C22H19N6O3SSeYb as an isolated structure at a distorted geometry.

<S²>: 0.7508
LUMO level (spin up / spin down), eV: -6.69 / -6.70
E_HOMO (spin up / spin down), eV: -13.876 / -13.876
Energy relative to the best compared isomer or geometry (same formula, charge and spin), kJ/mol: 11.7
Frontier orbital gap (spin up / spin down), eV: 7.186 / 7.179

```
! wB97M-V def2-TZVPD RIJCOSX def2/J DEFGRID3
* xyz 2 2
Yb 0.328 0.390 0.366
O 0.776 2.660 0.762
S 1.849 2.293 -0.207
O 2.536 1.112 0.378
N 0.955 1.753 -1.380
C 1.468 0.955 -2.448
C 2.462 1.319 -3.308
C 2.799 0.499 -4.412
C 2.110 -0.650 -4.662
C 1.077 -1.056 -3.781
C 0.302 -2.220 -3.987
C -0.667 -2.571 -3.091
C -0.834 -1.783 -1.944
N -0.134 -0.689 -1.711
C 0.788 -0.278 -2.649
C 2.953 3.556 -0.522
C 4.312 3.332 -0.303
C 5.184 4.369 -0.593
C 4.695 5.574 -1.083
C 3.333 5.770 -1.297
C 2.438 4.754 -1.021
H 2.965 2.270 -3.177
H 3.590 0.813 -5.078
H 2.335 -1.260 -5.527
H 0.483 -2.824 -4.869
H -1.282 -3.448 -3.232
H -1.555 -2.069 -1.185
H 4.666 2.388 0.085
H 6.245 4.239 -0.433
H 5.387 6.376 -1.302
H 2.972 6.715 -1.677
H 1.375 4.882 -1.184
Se 0.989 -3.340 1.052
N 1.006 -1.568 1.354
C 0.909 -1.388 2.669
C 0.899 -0.120 3.330
C 0.754 -0.103 4.676
C 0.631 -1.311 5.452
C 0.661 -2.528 4.872
C 0.796 -2.598 3.444
N 0.827 -3.724 2.756
H 1.071 0.815 2.805
H 0.761 0.846 5.195
H 0.535 -1.225 6.526
H 0.592 -3.445 5.442
N -3.630 0.538 2.301
C -2.565 1.092 1.731
N -2.502 2.416 1.580
O -1.610 0.342 1.342
H -4.418 1.077 2.618
H -3.668 -0.463 2.381
H -3.234 3.024 1.907
H -1.660 2.847 1.233
*
```

# 2
ORCA calculation (ωB97M-V/def2-TZVPD) on a 4-piece molecular cluster, C22H20B3F33O9S overall at a distorted geometry.

LUMO level, eV: -2.03
E_HOMO, eV: -10.513
Structure (SMILES): C[C@H](O)CB1OBOB(S(=O)(=O)C(F)(F)C(F)(F)C(F)(F)C(F)(F)F)O1.FC(F)C(F)(F)COC(F)(F)C(F)F.FC(F)C(F)(F)COC(F)(F)C(F)F.FC(F)C(F)(F)COC(F)(F)C(F)F
Frontier orbital gap, eV: 8.484

```
! wB97M-V def2-TZVPD RIJCOSX def2/J DEFGRID3
* xyz 0 1
C 4.290 -2.078 3.918
C 4.428 -3.263 2.776
O 5.562 -4.188 3.013
C 4.669 -2.584 1.289
B 3.590 -3.327 0.267
O 3.451 -4.805 0.121
B 2.012 -5.089 0.287
O 0.887 -4.209 -0.081
B 1.295 -2.799 -0.226
S 0.179 -1.289 -0.027
O -0.414 -0.829 -1.415
O 1.134 -0.108 0.405
C -1.108 -1.438 1.326
F -2.157 -0.397 1.014
F -0.560 -1.024 2.670
C -1.909 -2.874 1.365
F -3.335 -2.531 1.729
F -2.016 -3.498 -0.007
C -1.394 -3.922 2.514
F 0.061 -3.894 2.787
F -2.064 -3.494 3.797
C -1.800 -5.495 2.246
F -3.289 -5.609 2.212
F -1.147 -6.113 1.069
F -1.313 -6.259 3.456
O 2.721 -2.500 -0.607
H 3.453 -1.313 3.544
H 4.030 -2.520 4.971
H 5.317 -1.501 4.035
H 3.459 -3.958 2.723
H 5.578 -4.840 2.231
H 5.756 -2.713 0.872
H 4.341 -1.440 1.319
H 1.739 -6.153 0.768
F -6.016 0.443 -4.272
C -6.072 -0.296 -3.139
F -7.395 -0.484 -2.875
C -5.382 0.392 -1.967
F -5.996 1.562 -1.648
F -5.518 -0.410 -0.864
C -3.879 0.644 -2.161
O -3.516 1.959 -2.588
C -3.560 2.180 -3.996
F -3.757 0.999 -4.629
F -2.310 2.586 -4.345
C -4.583 3.251 -4.397
F -5.840 2.904 -4.018
F -4.617 3.416 -5.747
H -5.634 -1.276 -3.341
H -3.419 0.546 -1.171
H -3.396 -0.133 -2.764
H -4.346 4.214 -3.936
F 7.809 -1.612 -1.908
C 8.075 -1.205 -0.644
F 7.367 -2.030 0.176
C 7.682 0.250 -0.412
F 6.344 0.431 -0.560
F 7.957 0.560 0.894
C 8.433 1.266 -1.287
O 7.741 1.717 -2.454
C 7.878 0.885 -3.605
F 8.815 -0.062 -3.366
F 8.395 1.684 -4.578
C 6.541 0.298 -4.074
F 5.967 -0.465 -3.109
F 6.711 -0.509 -5.156
H 9.136 -1.370 -0.441
H 8.549 2.171 -0.677
H 9.459 0.955 -1.510
H 5.835 1.090 -4.342
F -4.702 4.267 0.494
C -5.953 3.790 0.290
F -6.346 4.265 -0.924
C -6.924 4.232 1.380
F -7.067 5.583 1.397
F -8.162 3.731 1.072
C -6.574 3.740 2.792
O -5.887 4.675 3.627
C -4.469 4.707 3.474
F -4.080 3.676 2.686
F -3.958 4.446 4.707
C -3.957 6.065 2.977
F -4.486 6.384 1.768
F -2.606 6.051 2.817
H -5.902 2.701 0.218
H -7.528 3.571 3.305
H -6.090 2.757 2.789
H -4.213 6.863 3.679
*
```

# 3
ORCA calculation (ωB97M-V/def2-TZVPD) on C22H20BBr3ClF11MgO7S as an isolated structure at a distorted geometry.

LUMO level, eV: -6.95
E_HOMO, eV: -8.002
Frontier orbital gap, eV: 1.054

```
! wB97M-V def2-TZVPD RIJCOSX def2/J DEFGRID3
* xyz 0 1
O 4.299 -3.226 1.518
C 5.210 -3.057 0.685
O 6.454 -3.774 0.811
C 5.134 -2.008 -0.560
C 4.024 -0.901 -0.189
C 2.538 -1.390 -0.346
C 1.342 -0.409 -0.021
C 1.671 1.037 0.448
C 0.420 1.980 0.781
O 0.039 2.636 -0.458
C -1.189 3.331 -0.336
F -0.979 4.689 -0.752
F -2.098 2.723 -1.268
F -1.695 3.396 0.969
C 3.176 1.499 0.572
C 3.404 3.011 1.010
C 3.991 3.794 -0.293
F 3.240 4.972 -0.613
C 4.382 0.564 0.290
C 5.922 0.884 0.413
F 6.468 0.828 -0.920
F 6.299 2.164 0.932
F 6.608 -0.077 1.235
C -0.165 -0.978 -0.191
O -1.130 -0.292 -0.596
C -0.319 -2.548 0.171
C 0.777 -3.439 -0.089
C 2.119 -2.859 -0.783
O 2.695 -3.583 -1.631
H 7.058 -3.507 0.079
H 4.931 -2.535 -1.560
H 6.195 -1.574 -0.643
H -0.431 1.300 1.174
H 0.619 2.723 1.643
H 2.470 3.576 1.336
H 4.142 3.067 1.909
H 4.107 3.054 -1.153
H 5.066 4.125 0.000
H -1.297 -2.867 0.656
H 0.649 -4.536 0.180
Mg 6.097 3.775 2.407
C -4.358 -0.786 -4.308
C -5.532 -1.757 -4.171
C -4.981 -3.062 -3.589
S -3.548 -2.611 -2.619
O -2.378 -3.178 -3.246
O -3.848 -2.800 -1.201
C -3.595 -0.867 -2.989
H -4.696 0.232 -4.513
H -3.713 -1.102 -5.134
H -6.274 -1.335 -3.492
H -6.028 -1.931 -5.129
H -5.714 -3.561 -2.944
H -4.657 -3.744 -4.380
H -2.582 -0.472 -3.055
H -4.141 -0.369 -2.185
B -3.411 3.618 4.219
F -3.510 4.764 3.362
F -4.376 2.630 3.812
F -2.083 3.063 4.126
F -3.671 4.010 5.574
C -4.670 -0.748 5.224
Br -2.894 -0.395 4.536
Br -4.992 -2.650 5.452
Br -5.021 0.244 6.853
H -5.378 -0.393 4.476
Cl -6.198 -2.369 -1.497
*
```

# 4
ORCA calculation (ωB97M-V/def2-TZVPD) on C22H20BBrGaN2O6S3 as an isolated structure.

LUMO level, eV: 2.02
E_HOMO, eV: -4.928
Energy relative to the best compared isomer or geometry (same formula, charge and spin), kJ/mol: 31.0
Frontier orbital gap, eV: 6.948

```
! wB97M-V def2-TZVPD RIJCOSX def2/J DEFGRID3
* xyz -1 1
Ga -0.742 -0.286 0.051
C 2.529 -0.844 -4.216
C 2.745 -0.487 -2.772
C 3.965 -0.626 -2.126
C 4.085 -0.284 -0.791
C 2.948 0.163 -0.137
Br 3.108 0.670 1.686
N 1.768 0.280 -0.709
C 1.685 -0.018 -2.009
H 3.448 -1.210 -4.672
H 2.183 0.019 -4.788
H 1.763 -1.616 -4.308
H 4.829 -0.997 -2.667
H 5.023 -0.361 -0.263
H 0.708 0.119 -2.457
N -0.476 1.518 1.524
H 0.421 1.966 1.666
H -0.829 1.182 2.422
H -1.130 2.198 1.151
O -0.527 -1.965 -2.706
B -0.887 -1.906 -1.332
O -1.489 -3.134 -0.993
C -1.501 -3.896 -2.122
C -1.991 -5.170 -2.295
C -1.874 -5.724 -3.572
C -1.289 -5.016 -4.617
C -0.796 -3.722 -4.426
C -0.919 -3.193 -3.162
H -2.445 -5.706 -1.472
H -2.249 -6.723 -3.752
H -1.217 -5.472 -5.596
H -0.347 -3.155 -5.230
O -2.377 -0.645 1.140
S -1.843 -1.260 2.440
O -1.883 -0.248 3.488
O -2.505 -2.500 2.748
S 0.135 -1.567 1.907
C -2.187 6.189 -9.085
C -1.871 5.388 -7.842
O -1.234 4.373 -7.859
S -2.561 6.133 -6.366
C -2.207 4.914 -5.137
C -3.244 4.157 -4.603
C -2.988 3.228 -3.609
C -1.688 3.028 -3.135
C -0.654 3.790 -3.689
C -0.910 4.728 -4.673
C -1.418 2.066 -2.106
C -1.190 1.250 -1.234
H -1.371 6.080 -9.796
H -2.361 7.240 -8.859
H -3.096 5.779 -9.528
H -4.254 4.299 -4.967
H -3.791 2.639 -3.188
H 0.354 3.641 -3.326
H -0.103 5.318 -5.088
*
```

> Which formula does entry 4 have?

C22H20BBrGaN2O6S3